Entry 1:
An isolated ion of composition C16H22ClN2 and charge +1 in a non-equilibrium geometry. Source: the Open Molecules 2025 dataset; level of theory: the ωB97M-V functional and the def2-TZVPD basis.

* structure (SMILES): CN(C)[C@H](Cl)[C@@H]1Cc2ccccc2C1=[N+]1CCCC1
* DFT total energy: -1192.26835 hartree
* E_HOMO: -0.4170 Ha
* LUMO energy: -4.561 eV

ORCA input file:
```
! wB97M-V def2-TZVPD RIJCOSX def2/J DEFGRID3
* xyz 1 1
C -2.16 0.48 1.22
N -0.85 -0.11 1.45
C -0.80 -1.56 1.15
C 0.17 0.66 2.15
Cl 1.78 -0.06 1.52
C 0.48 1.38 3.64
C 1.04 0.40 4.75
C -0.03 0.34 5.82
C -0.26 -0.57 6.85
C -1.43 -0.46 7.63
C -2.37 0.57 7.42
C -2.11 1.51 6.42
C -0.94 1.41 5.62
C -0.40 2.20 4.50
N -0.80 3.49 4.25
C -1.42 4.40 5.24
C -1.65 5.73 4.51
C -0.97 5.60 3.15
C -0.26 4.23 3.15
H -2.92 -0.30 1.16
H -2.40 1.16 2.05
H -2.24 1.03 0.27
H -1.83 -1.94 1.05
H -0.32 -1.82 0.19
H -0.30 -2.12 1.97
H 0.10 1.69 1.61
H 1.27 2.00 3.14
H 1.19 -0.58 4.29
H 1.98 0.70 5.28
H 0.45 -1.40 7.00
H -1.64 -1.22 8.37
H -3.30 0.60 7.99
H -2.87 2.29 6.21
H -0.79 4.56 6.14
H -2.38 4.00 5.61
H -1.24 6.55 5.09
H -2.72 5.94 4.41
H -1.70 5.66 2.33
H -0.26 6.41 2.98
H -0.44 3.70 2.20
H 0.83 4.39 3.22
*
```



Entry 2:
One molecule with the formula C16H22ClN3O5S in a non-equilibrium geometry. Source: the Open Molecules 2025 dataset; level of theory: the ωB97M-V functional and the def2-TZVPD basis.

* structure (SMILES): CC[C@H](C)NC(=O)C1CCN(S(=O)(=O)c2cc([N+](=O)[O-])ccc2Cl)CC1
* DFT total energy: -2021.67030 hartree
* E_HOMO: -0.3604 Ha
* LUMO energy: -0.884 eV

ORCA input file:
```
! wB97M-V def2-TZVPD RIJCOSX def2/J DEFGRID3
* xyz 0 1
C 5.27 -1.43 1.27
C 4.99 -0.86 2.65
C 3.87 0.19 2.63
C 3.67 0.82 4.00
N 2.63 -0.41 2.18
C 1.96 -0.01 1.08
O 2.34 0.89 0.36
C 0.64 -0.75 0.85
C -0.46 -0.04 1.65
C -1.81 -0.69 1.36
N -2.06 -0.63 -0.06
S -3.63 -0.69 -0.61
O -4.50 -0.21 0.42
O -3.92 -1.95 -1.24
C -3.54 0.54 -1.92
C -3.81 0.17 -3.22
C -3.75 1.12 -4.23
N -4.02 0.74 -5.60
O -4.03 1.62 -6.43
O -4.22 -0.43 -5.82
C -3.43 2.45 -3.94
C -3.16 2.82 -2.64
C -3.22 1.86 -1.63
Cl -2.89 2.30 -0.02
C -1.10 -1.35 -0.86
C 0.29 -0.74 -0.63
H 5.56 -0.63 0.58
H 6.07 -2.16 1.31
H 4.38 -1.91 0.86
H 5.89 -0.39 3.04
H 4.71 -1.67 3.33
H 4.11 0.96 1.89
H 4.58 1.33 4.32
H 2.87 1.55 3.97
H 3.43 0.07 4.74
H 2.26 -1.16 2.75
H 0.73 -1.79 1.20
H -0.49 1.01 1.35
H -0.25 -0.09 2.72
H -1.81 -1.73 1.71
H -2.62 -0.16 1.86
H -4.06 -0.86 -3.44
H -3.40 3.16 -4.75
H -2.91 3.84 -2.40
H -1.09 -2.42 -0.59
H -1.40 -1.27 -1.90
H 1.03 -1.30 -1.20
H 0.30 0.29 -0.98
*
```



Entry 3:
One molecule with the formula C16H22F3N3O2S3. Source: the Open Molecules 2025 dataset; level of theory: the ωB97M-V functional and the def2-TZVPD basis.

* structure (SMILES): CSCCCNC(=S)N1CCN(S(=O)(=O)c2cccc(C(F)(F)F)c2)CC1
* DFT total energy: -2431.81746 hartree
* E_HOMO: -0.2992 Ha
* LUMO energy: 0.402 eV

ORCA input file:
```
! wB97M-V def2-TZVPD RIJCOSX def2/J DEFGRID3
* xyz 0 1
C 1.89 1.94 2.89
S 1.96 2.59 1.20
C 0.19 3.03 1.00
C -0.11 3.58 -0.39
C -0.34 2.50 -1.44
N 0.80 1.62 -1.55
C 0.71 0.32 -1.87
S -0.75 -0.35 -2.29
N 1.88 -0.40 -1.93
C 1.77 -1.81 -2.23
C 1.34 -2.59 -0.97
N 1.35 -1.67 0.14
S 0.45 -2.09 1.47
O 0.66 -1.07 2.46
O 0.67 -3.46 1.84
C -1.22 -1.94 0.83
C -1.87 -3.04 0.32
C -3.14 -2.90 -0.22
C -3.75 -1.65 -0.23
C -3.09 -0.56 0.31
C -3.79 0.77 0.33
F -3.00 1.79 0.69
F -4.82 0.77 1.20
F -4.32 1.11 -0.86
C -1.81 -0.69 0.83
C 2.61 -1.00 0.33
C 2.93 -0.18 -0.95
H 1.44 2.68 3.54
H 2.92 1.75 3.19
H 1.33 1.01 2.91
H -0.02 3.79 1.76
H -0.40 2.14 1.21
H 0.71 4.23 -0.70
H -1.02 4.19 -0.33
H -0.55 2.97 -2.41
H -1.21 1.89 -1.18
H 1.70 2.04 -1.38
H 2.75 -2.14 -2.58
H 1.04 -1.93 -3.03
H 0.32 -2.95 -1.08
H 2.00 -3.44 -0.78
H -1.39 -4.01 0.37
H -3.66 -3.75 -0.63
H -4.73 -1.53 -0.65
H -1.27 0.14 1.25
H 2.51 -0.35 1.20
H 3.41 -1.73 0.53
H 3.87 -0.52 -1.40
H 3.03 0.87 -0.70
*
```



Entry 4:
C16H22MnN6O3S as an isolated structure. Source: the Open Molecules 2025 dataset; level of theory: the ωB97M-V functional and the def2-TZVPD basis.

* DFT total energy: -2725.83932 hartree
* E_HOMO (spin up / spin down): -0.5114 / -0.5114 Ha
* LUMO energy (spin up / spin down): -6.917 / -6.580 eV

ORCA input file:
```
! wB97M-V def2-TZVPD RIJCOSX def2/J DEFGRID3
* xyz 2 2
Mn 0.79 -0.50 -1.37
N 0.92 -0.63 0.64
C 0.59 -2.05 1.01
C -0.65 -2.08 1.91
C -1.25 -3.46 2.22
C -0.41 -4.45 3.01
N 0.62 -5.08 2.18
C 1.59 -5.85 2.64
N 1.65 -6.17 3.93
N 2.53 -6.30 1.80
C 0.31 -2.80 -0.30
O 0.55 -3.98 -0.43
O -0.22 -2.01 -1.21
H 1.87 -0.40 0.93
H 0.31 0.01 1.14
H 1.45 -2.50 1.50
H -1.43 -1.49 1.42
H -0.40 -1.57 2.85
H -1.60 -3.94 1.30
H -2.15 -3.28 2.80
H -1.08 -5.21 3.40
H 0.07 -3.95 3.86
H 0.58 -4.91 1.17
H 0.88 -6.00 4.55
H 2.40 -6.74 4.29
H 2.51 -6.04 0.83
H 3.19 -7.00 2.09
O 2.19 -0.52 -1.93
S -2.46 4.81 -3.06
C -1.55 3.42 -2.54
C -0.84 3.38 -1.33
C -0.18 2.23 -0.97
N -0.19 1.12 -1.75
C -0.87 1.15 -2.91
C -1.55 2.27 -3.33
C -1.35 6.12 -2.56
C -0.24 6.42 -3.34
C 0.59 7.45 -2.91
N 0.38 8.15 -1.80
C -0.70 7.86 -1.08
C -1.60 6.86 -1.41
H -0.81 4.24 -0.68
H 0.39 2.19 -0.05
H -0.85 0.25 -3.51
H -2.08 2.25 -4.28
H -0.04 5.89 -4.26
H 1.47 7.71 -3.49
H -0.86 8.47 -0.19
H -2.47 6.67 -0.80
*
```



Entry 5:
One molecule with the formula C16H22N2O3S in a non-equilibrium geometry. Source: the Open Molecules 2025 dataset; level of theory: the ωB97M-V functional and the def2-TZVPD basis.

* structure (SMILES): CCOC(=O)[C@@]1(N(CC)CC)Sc2cc(C)ccc2NC1=O
* DFT total energy: -1356.21734 hartree
* E_HOMO: -0.3010 Ha
* LUMO energy: 0.612 eV

ORCA input file:
```
! wB97M-V def2-TZVPD RIJCOSX def2/J DEFGRID3
* xyz 0 1
C 1.63 -2.84 -3.19
C 2.10 -1.47 -2.72
O 1.22 -0.96 -1.83
C 1.11 0.48 -1.71
O 1.62 1.30 -2.49
C 0.04 0.83 -0.69
N 0.17 0.21 0.67
C -0.65 -0.87 1.21
C -1.18 -0.73 2.70
C 1.55 0.28 1.32
C 2.37 -1.02 1.44
S 0.10 2.65 -0.48
C -1.43 2.80 0.32
C -1.47 3.78 1.20
C -2.76 4.23 1.66
C -2.88 5.53 2.41
C -3.86 3.59 1.15
C -3.87 2.48 0.25
C -2.57 2.12 -0.12
N -2.43 1.06 -1.05
C -1.28 0.56 -1.43
O -1.43 -0.42 -2.20
H 0.89 -2.58 -4.01
H 1.07 -3.41 -2.49
H 2.50 -3.33 -3.65
H 2.17 -0.80 -3.61
H 3.05 -1.53 -2.18
H -1.45 -1.00 0.48
H -0.22 -1.82 0.98
H -1.52 0.32 2.99
H -0.41 -1.02 3.37
H -1.99 -1.38 2.92
H 1.42 0.60 2.36
H 2.21 1.02 0.77
H 1.75 -1.87 1.76
H 2.77 -1.14 0.42
H 3.16 -0.72 2.04
H -0.55 4.21 1.57
H -3.91 5.60 2.89
H -2.01 5.69 3.04
H -2.84 6.46 1.72
H -4.87 4.04 1.28
H -4.81 2.00 -0.05
H -3.12 0.97 -1.84
*
```



Entry 6:
One molecule with the formula C16H22N2O4S. Source: the Open Molecules 2025 dataset; level of theory: the ωB97M-V functional and the def2-TZVPD basis.

* structure (SMILES): CCOc1cc2[nH]c(=S)n(CCCOC)c(=O)c2cc1OCC
* DFT total energy: -1431.55865 hartree
* E_HOMO: -0.2944 Ha
* LUMO energy: 0.364 eV

ORCA input file:
```
! wB97M-V def2-TZVPD RIJCOSX def2/J DEFGRID3
* xyz 0 1
C 4.35 -3.42 3.23
C 3.77 -2.77 1.99
O 2.92 -1.72 2.43
C 2.18 -0.97 1.59
C 1.33 -0.08 2.24
C 0.50 0.77 1.53
N -0.34 1.66 2.16
C -1.19 2.50 1.50
S -2.12 3.53 2.38
N -1.21 2.44 0.14
C -2.14 3.29 -0.58
C -3.56 2.72 -0.60
C -3.62 1.36 -1.32
O -4.89 0.76 -1.29
C -5.85 1.37 -2.12
C -0.38 1.61 -0.63
O -0.43 1.63 -1.84
C 0.50 0.73 0.14
C 1.35 -0.15 -0.52
C 2.19 -1.00 0.17
O 3.07 -1.86 -0.44
C 3.04 -2.02 -1.84
C 1.86 -2.86 -2.32
H 3.55 -3.81 3.86
H 5.01 -4.24 2.95
H 4.91 -2.69 3.81
H 3.19 -3.50 1.41
H 4.57 -2.37 1.36
H 1.35 -0.07 3.32
H -0.36 1.72 3.17
H -1.76 3.39 -1.60
H -2.15 4.27 -0.10
H -3.92 2.60 0.42
H -4.20 3.44 -1.11
H -3.27 1.48 -2.36
H -2.97 0.65 -0.81
H -6.15 2.36 -1.74
H -5.47 1.48 -3.14
H -6.72 0.71 -2.12
H 1.32 -0.13 -1.60
H 3.07 -1.05 -2.34
H 3.98 -2.55 -2.06
H 0.92 -2.37 -2.10
H 1.93 -3.00 -3.40
H 1.87 -3.83 -1.84
*
```